DFT (ωB97M-V with the def2-TZVPD basis set) results for a structure of composition C2H2AgLi2O2 in a non-equilibrium geometry.

CARTESIAN COORDINATES (ANGSTROEM)
O1 1.567 1.291 0.485
C1 0.573 0.834 -0.252
C2 -0.587 0.286 0.211
Li1 2.118 1.719 2.081
Li2 0.348 -2.126 -0.601
H1 0.803 0.643 -1.323
H2 -0.865 0.462 1.264
Ag1 -2.656 -2.477 -1.395
O2 -1.300 -0.632 -0.470

- Energy relative to the best compared isomer or geometry (same formula, charge and spin): 0.217 eV
- ⟨S²⟩: 0.75
- Kohn-Sham gap (spin up / spin down): 4.43 / 4.43 eV
- Spin multiplicity: 2

=====

DFT (ωB97M-V with the def2-TZVPD basis set) results for the molecule C2H5N3OS2 in a non-equilibrium geometry.

CARTESIAN COORDINATES (ANGSTROEM)
C1 -1.407 -0.945 -0.511
C2 0.707 0.292 0.253
H1 -1.567 -2.861 0.605
H2 -0.077 -1.925 0.332
H3 1.706 0.250 2.056
H4 2.586 1.410 -0.442
H5 -0.317 3.203 -0.314
N1 -0.861 -2.069 -0.068
N2 0.948 -0.417 1.429
N3 1.349 1.377 -0.400
O1 -0.414 0.040 -0.713
S1 -2.911 -0.802 -0.963
S2 0.259 2.446 -1.266

- Energy relative to the best compared isomer or geometry (same formula, charge and spin): 4.701 eV
- Kohn-Sham gap: 8.65 eV
- SMILES: [H]/N=C(\NS)OC(N)=S

=====

DFT (ωB97M-V with the def2-TZVPD basis set) results for the molecule C3H7NOS2 in a non-equilibrium geometry.

CARTESIAN COORDINATES (ANGSTROEM)
C1 0.672 -0.560 -0.989
C2 -0.696 -1.122 -0.591
C3 -0.808 0.829 1.488
N1 1.606 -0.495 0.020
O1 -1.866 1.230 -1.078
S1 2.583 0.834 0.054
S2 -1.773 0.296 0.131
H1 0.941 -1.250 -1.846
H2 0.442 0.433 -1.385
H3 -1.271 -1.434 -1.406
H4 -0.714 -1.833 0.341
H5 -1.142 0.364 2.516
H6 -0.642 1.904 1.367
H7 2.668 0.805 1.378

- Energy relative to the best compared isomer or geometry (same formula, charge and spin): 6.056 eV
- Kohn-Sham gap (spin up / spin down): 7.55 / 7.57 eV

=====

DFT (ωB97M-V with the def2-TZVPD basis set) results for a structure of composition C47H69EuN8O6PS2 in a non-equilibrium geometry.

CARTESIAN COORDINATES (ANGSTROEM)
Eu1 0.207 2.294 -1.370
C1 2.051 -2.153 3.254
C2 0.962 -1.660 3.974
C3 -0.211 -2.056 3.234
C4 0.241 -2.942 2.197
C5 1.602 -2.928 2.170
C6 2.424 -3.687 1.079
C7 3.926 -3.315 1.116
C8 2.357 -5.232 1.345
C9 1.708 -3.487 -0.322
C10 -1.718 -1.694 3.307
C11 -2.563 -2.353 4.380
C12 -1.984 -0.160 3.291
C13 -2.295 -2.231 1.941
C14 1.221 -0.826 5.226
C15 2.459 -1.301 6.049
C16 0.048 -1.005 6.211
C17 1.395 0.659 4.837
H1 3.084 -1.999 3.485
H2 -0.405 -3.413 1.475
H3 4.342 -3.599 2.116
H4 4.253 -2.256 1.071
H5 4.462 -3.827 0.315
H6 2.987 -5.489 2.192
H7 2.682 -5.824 0.483
H8 1.316 -5.532 1.511
H9 1.656 -2.466 -0.689
H10 0.747 -3.995 -0.373
H11 2.318 -4.062 -1.114
H12 -2.852 -1.590 5.092
H13 -1.965 -3.157 4.825
H14 -3.486 -2.838 3.952
H15 -1.579 0.231 4.233
H16 -3.056 -0.009 3.194
H17 -1.381 0.344 2.456
H18 -2.289 -3.333 1.791
H19 -1.739 -1.775 1.122
H20 -3.356 -2.047 1.835
H21 2.395 -2.406 6.264
H22 2.578 -0.737 6.984
H23 3.373 -1.127 5.451
H24 -0.112 -2.112 6.264
H25 -0.878 -0.532 5.874
H26 0.389 -0.578 7.201
H27 1.012 0.945 3.858
H28 2.478 0.879 4.743
H29 1.011 1.327 5.601
N1 -1.428 5.636 2.300
C18 -1.268 4.647 1.363
S1 0.227 3.817 1.220
N2 -2.330 4.377 0.625
N3 -2.245 3.223 0.003
C19 -3.308 2.611 -0.435
C20 -4.663 3.258 -0.483
C21 -4.748 4.639 -0.726
C22 -5.939 5.298 -0.658
C23 -7.097 4.692 -0.174
C24 -7.071 3.302 -0.088
C25 -5.912 2.566 -0.272
C26 -3.154 1.378 -1.162
C27 -4.069 1.019 -2.178
C28 -3.829 -0.119 -2.908
C29 -2.810 -0.998 -2.615
C30 -1.932 -0.593 -1.609
N4 -2.071 0.605 -0.973
H30 -0.694 6.097 2.807
H31 -2.363 5.968 2.398
H32 -3.788 5.174 -0.841
H33 -5.967 6.334 -0.901
H34 -7.972 5.317 0.104
H35 -8.014 2.743 0.037
H36 -5.938 1.491 -0.078
H37 -4.960 1.586 -2.353
H38 -4.525 -0.219 -3.739
H39 -2.754 -2.011 -3.091
H40 -0.950 -1.058 -1.520
O1 -0.495 3.462 -8.767
C31 -0.555 2.457 -8.037
O2 -0.842 1.246 -8.234
C32 -0.205 2.546 -6.580
C33 -0.240 3.752 -5.895
C34 0.009 3.794 -4.548
N5 0.162 2.704 -3.771
C35 0.148 1.509 -4.439
C36 -0.080 1.371 -5.823
C37 0.590 0.245 -3.721
O3 0.636 -0.798 -4.402
O4 0.854 0.337 -2.446
H41 -0.523 4.649 -6.444
H42 0.175 4.715 -3.968
H43 -0.077 0.393 -6.290
C38 4.827 4.337 -2.670
N6 4.760 4.034 -1.192
C39 4.501 5.260 -0.473
P1 3.996 2.631 -0.847
O5 2.580 2.584 -1.139
N7 4.295 2.334 0.778
C40 3.313 1.464 1.465
C41 5.426 2.927 1.484
N8 4.858 1.477 -1.676
C42 4.318 0.171 -1.893
C43 6.325 1.467 -1.633
H44 5.608 5.092 -2.851
H45 3.827 4.696 -2.968
H46 5.017 3.402 -3.205
H47 5.215 5.980 -0.846
H48 4.677 5.156 0.623
H49 3.429 5.579 -0.585
H50 3.826 0.779 2.119
H51 2.754 0.895 0.717
H52 2.572 2.059 2.009
H53 6.141 3.317 0.781
H54 5.838 2.144 2.136
H55 5.155 3.779 2.146
H56 3.276 0.265 -2.037
H57 4.520 -0.505 -1.066
H58 4.786 -0.349 -2.795
H59 6.629 2.475 -1.409
H60 6.806 1.167 -2.605
H61 6.691 0.802 -0.895
O6 -1.606 -5.283 -1.211
S2 -3.045 -5.180 -1.593
C44 -3.211 -6.344 -3.062
C45 -3.849 -7.622 -2.488
C46 -4.906 -7.309 -1.345
C47 -4.195 -6.195 -0.542
H62 -2.217 -6.398 -3.552
H63 -3.919 -5.763 -3.762
H64 -2.997 -8.238 -2.069
H65 -4.310 -8.150 -3.337
H66 -5.223 -8.159 -0.714
H67 -5.804 -6.914 -1.792
H68 -3.599 -6.545 0.295
H69 -4.883 -5.426 -0.121

- Charge: -2
- ⟨S²⟩: 15.76
- Kohn-Sham gap: 4.42 eV
- Spin multiplicity: 8

=====

Question: What is the formula in the first record?
Answer: C2H2AgLi2O2